[1]
C17H28BrN4O6S | ωB97M-V/def2-TZVPD

The geometry in XYZ format:
```
57
Properties=species:S:1:pos:R:3:mulliken_charge:R:1
C 3.1976 -1.2904 1.9227 -0.978
C 1.6775 -1.4900 1.3634 -0.099
S 1.6857 -0.8912 -0.3907 -0.054
C 0.5134 0.5247 -0.6327 -0.561
N 0.4229 1.4757 0.5108 0.063
C 1.6382 1.8380 1.2063 -0.221
N 1.3400 2.7294 2.2903 -0.633
C -0.1019 2.8297 2.1372 0.597
N -0.7746 3.5850 3.0171 -0.346
Br -2.5958 3.8871 3.1530 0.061
N -0.6758 2.1107 1.0609 0.403
C -2.0165 1.9233 0.4845 -0.438
C -2.7973 0.6976 1.2327 -0.251
C -2.0619 0.1905 2.5600 0.439
C -2.7790 -1.1420 3.1280 0.370
O -2.8789 -1.3934 4.3344 -0.503
O -3.2860 -2.1059 2.2035 -0.462
H 3.3483 -0.1934 2.2453 0.158
H 3.8789 -1.4623 1.0335 0.342
H 3.4108 -1.9510 2.8206 0.360
H 1.0095 -0.9040 2.0735 0.015
H 1.4298 -2.6063 1.4757 0.431
H 0.8216 1.0902 -1.5716 0.327
H -0.5194 0.0683 -0.8639 0.255
H 2.6614 1.4330 0.9244 0.528
H -0.1890 4.0646 3.7256 0.315
H -1.9937 1.6061 -0.6232 -0.154
H -2.6799 2.8622 0.4920 0.357
H -2.7979 -0.1973 0.5056 0.236
H -3.9029 0.9499 1.3938 0.296
H -1.0050 -0.1619 2.2589 -0.396
H -1.9792 0.9854 3.3803 0.191
H -2.6687 -2.1835 1.4337 0.346
O 5.3750 -3.1917 1.7202 -0.575
C 5.2006 -3.7049 0.6457 0.568
O 4.9864 -3.0071 -0.5034 -0.342
C 4.7088 -3.9227 -1.5712 -0.396
C 5.3029 -5.2403 -1.1293 -0.516
C 5.1393 -5.1841 0.3758 -0.437
H 3.6247 -3.9803 -1.7082 0.225
H 5.1623 -3.5585 -2.4941 0.333
H 4.8236 -6.1047 -1.5911 0.328
H 6.3672 -5.2704 -1.3817 0.263
H 4.1658 -5.5643 0.6945 0.240
H 5.9444 -5.7097 0.8881 0.309
O -2.5486 1.1135 -3.3125 -0.601
C -3.3542 2.0077 -3.3830 0.512
O -4.2116 2.3323 -2.3796 -0.357
C -5.1021 3.3636 -2.8293 -0.415
C -4.3863 4.0307 -3.9812 -0.508
C -3.5942 2.8864 -4.5802 -0.351
H -6.0441 2.9008 -3.1363 0.264
H -5.3003 4.0600 -2.0131 0.313
H -5.0635 4.5131 -4.6871 0.334
H -3.6988 4.7921 -3.5997 0.259
H -4.1760 2.3304 -5.3189 0.270
H -2.6537 3.2295 -5.0100 0.289
```

Properties
M	496.40	g/mol
HOMO level	-12.0	eV
maximum force	6.18	eV/Å
charge	+1

[2]
C17H28CdF2N7 | ωB97M-V/def2-TZVPD

The geometry in XYZ format:
```
55
Properties=species:S:1:pos:R:3:mulliken_charge:R:1
Cd 0.0804 0.8234 0.7196 1.904
N 0.6189 0.3387 -1.4270 -0.484
C 1.6815 -0.6728 -1.4248 -0.390
C 2.9786 -0.2975 -0.6986 -1.398
N 2.6922 0.1561 0.6754 0.718
C 3.5708 1.2968 0.9028 -0.767
C 3.0355 2.5688 0.1771 -0.839
N 1.6591 2.9434 0.5042 -0.508
C 2.7868 -0.8918 1.7271 -0.974
C 1.9070 -2.0620 1.3877 -1.004
N 0.5299 -1.6240 1.2970 -0.294
H -0.2304 -0.1140 -1.7466 0.348
H 0.8481 1.0600 -2.1304 0.217
H 2.0100 -0.9504 -2.4212 0.493
H 1.2175 -1.5886 -1.0265 -0.010
H 3.4351 0.4895 -1.2909 0.600
H 3.7163 -1.1328 -0.6785 0.311
H 4.6002 1.1023 0.4271 0.322
H 3.6464 1.4851 1.9881 0.396
H 3.0531 2.4833 -0.9300 0.367
H 3.6578 3.4361 0.3912 0.494
H 1.3883 3.8050 0.0459 0.214
H 1.4443 2.9789 1.4753 0.164
H 2.5666 -0.4832 2.7087 0.479
H 3.8174 -1.3565 1.7580 0.341
H 2.0554 -2.8306 2.1549 0.518
H 2.2561 -2.4792 0.4802 0.329
H 0.2246 -1.5162 2.2472 0.344
H -0.0327 -2.3204 0.8028 -0.063
N -3.4620 -0.4818 -0.0919 -0.140
C -3.2559 0.7463 -0.6948 0.421
C -4.2871 1.3138 -1.4035 -0.635
C -4.1597 2.5702 -1.9116 -0.474
C -3.0460 3.3069 -1.6491 -0.789
C -2.0271 2.6763 -1.0366 -0.312
N -2.0915 1.3933 -0.5804 0.054
C -2.7326 -1.6029 -0.4706 0.488
C -3.0565 -2.7988 0.1860 -0.578
C -2.4153 -3.9497 -0.1850 -0.351
C -1.4032 -3.8797 -1.1349 -0.714
C -1.1550 -2.6557 -1.6864 -0.469
N -1.7962 -1.4958 -1.4210 -0.299
H -4.4436 -0.6244 0.0876 0.363
H -5.2293 0.7466 -1.5338 0.323
H -5.0406 3.0073 -2.3598 0.373
H -3.0060 4.3521 -1.8682 0.451
H -1.0895 3.1218 -0.8155 0.274
H -3.7104 -2.7560 1.0521 0.397
H -2.6193 -4.8430 0.3898 0.412
H -0.9499 -4.7950 -1.5519 0.399
H -0.3527 -2.5274 -2.3868 0.578
F 0.8321 2.1124 3.2863 -0.287
C -0.0478 1.1374 2.8766 -0.227
F 0.4058 -0.0443 3.5106 -0.311
H -1.0761 1.3227 3.2973 0.233
```

Properties
M	480.87	g/mol
HOMO level	-11.1	eV
maximum force	2.55	eV/Å
charge	+1
energy relative to the best compared isomer or geometry (same formula, charge and spin)	20.5	kcal/mol

[3]
C17H28ClHfN6O6 | ωB97M-V/def2-TZVPD

The geometry in XYZ format:
```
59
Properties=species:S:1:pos:R:3:mulliken_charge:R:1
Hf 0.5260 -0.2762 -0.5313 2.379
O -1.8872 -2.1539 -1.4373 -0.554
C -1.9377 -0.9993 -1.0848 -0.330
O -1.4477 -0.5748 0.0906 -0.541
C -2.3594 0.1113 -2.0543 0.271
C -2.1647 1.4618 -1.3829 -0.216
C -2.6484 2.6365 -2.2165 -1.056
C -1.5415 2.7689 -3.2832 -1.018
C -0.6682 1.5744 -2.9707 -0.276
O -0.6866 1.5489 -1.4898 -0.686
C -1.3707 0.2449 -3.2986 -0.019
C -0.3309 -0.8575 -3.4298 -0.054
O -0.3170 -1.7274 -4.2466 -0.612
O 0.6327 -0.7353 -2.4855 -0.683
H -3.3756 -0.0888 -2.3910 0.539
H -2.4390 1.4815 -0.3356 0.843
H -2.7340 3.5339 -1.6082 0.356
H -3.6299 2.4280 -2.6410 0.371
H -0.9755 3.6897 -3.1577 0.383
H -1.9107 2.7347 -4.3068 0.412
H 0.3660 1.6374 -3.2924 0.710
H -1.9320 0.2967 -4.2288 0.741
Cl 2.4367 1.6290 -1.2167 -0.121
C 2.7905 -0.0390 -0.4953 -0.731
H 3.4991 0.0928 0.3168 0.521
H 3.2835 -0.5932 -1.2935 0.517
C 0.6375 -4.8588 -2.5190 -1.127
N 0.9743 -3.6309 -1.8136 -0.031
C 0.6851 -3.4297 -0.5383 0.513
N 0.2311 -4.4241 0.2259 -0.406
O 0.8448 -2.2790 0.0030 -0.575
H 0.9159 -4.7386 -3.5609 0.368
H -0.4360 -5.0519 -2.4719 0.363
H 1.1943 -5.7036 -2.1127 0.363
H 1.1595 -2.7956 -2.3552 0.199
H -0.0280 -5.3159 -0.1559 0.195
H -0.0617 -4.1979 1.1600 0.216
C 0.9242 -0.3735 2.5599 -0.885
N 0.9770 0.0152 3.9471 0.112
C -0.3186 0.5927 4.3257 -0.607
N -0.6390 1.7719 3.5176 0.167
C -0.6928 1.3851 2.1282 -0.673
N 0.6143 0.7999 1.6484 0.255
C 1.6704 1.8458 1.9140 -0.797
N 1.7221 2.2263 3.3045 0.106
C 2.0100 1.0423 4.1152 -0.716
C 0.4209 2.7646 3.7015 -0.725
H 0.1300 -1.1092 2.4155 0.308
H 1.8768 -0.7994 2.2404 0.324
H -0.2835 0.8803 5.3761 0.353
H -1.0989 -0.1583 4.1933 0.340
H -0.9019 2.2580 1.5051 0.154
H -1.4673 0.6380 1.9759 0.214
H 1.4373 2.7120 1.2955 0.219
H 2.6320 1.4428 1.6090 0.284
H 2.0557 1.3319 5.1646 0.321
H 2.9776 0.6318 3.8220 0.333
H 0.1984 3.6467 3.0991 0.359
H 0.4606 3.0564 4.7507 0.331
```

Properties
M	626.39	g/mol
HOMO level	-11.8	eV
maximum force	1.52	eV/Å
charge	+1
energy relative to the best compared isomer or geometry (same formula, charge and spin)	0.0	kcal/mol

[4]
C17H28F8N4O4 | ωB97M-V/def2-TZVPD

The geometry in XYZ format:
```
61
Properties=species:S:1:pos:R:3:mulliken_charge:R:1
C 5.8919 -1.6764 3.0530 -1.213
C 5.5225 -0.1859 2.9922 -0.222
O 4.1308 -0.0074 2.7382 -0.374
C 3.7914 1.3297 2.4337 -0.304
N 3.0897 1.3479 1.1694 0.220
C 1.8424 1.5724 0.7460 0.521
N 0.7839 1.8396 1.4921 0.034
C 0.6641 1.9272 2.9453 -0.497
C -0.7681 2.4013 3.2824 -1.061
O -1.6950 1.4178 2.8738 -0.335
C -2.5643 1.8306 1.8286 -0.877
C -2.9947 0.6113 0.9595 0.904
F -4.3045 0.7048 0.7344 -0.304
F -2.7330 -0.4927 1.6740 -0.291
C -2.1699 0.5191 -0.3610 0.360
F -0.9690 0.0414 0.0077 -0.317
F -2.0662 1.7226 -0.9451 -0.332
C -2.7749 -0.4336 -1.4109 0.991
F -3.0561 -1.6271 -0.8290 -0.308
F -3.9338 0.0555 -1.9053 -0.250
C -1.8612 -0.7261 -2.6465 -0.101
F -0.7508 0.0523 -2.6932 -0.255
F -1.5586 -2.0226 -2.6969 -0.251
N 1.7074 1.5032 -0.5969 -0.508
C 2.9250 1.1910 -1.0185 0.363
C 3.1958 0.9904 -2.4796 -0.397
C 4.5313 1.5760 -2.9891 -1.079
N 3.7486 1.0790 -0.0083 0.116
O 5.0550 0.7448 -0.0818 -0.467
H 6.9311 -1.7672 3.3829 0.392
H 5.8928 -2.0436 2.0175 0.258
H 5.1976 -2.2274 3.6876 0.323
H 5.7686 0.2790 3.9603 0.335
H 6.1827 0.2689 2.2380 0.349
H 4.7447 1.8610 2.2820 0.438
H 3.2788 1.8441 3.2434 0.233
H -0.0649 1.9994 0.9692 0.110
H 0.8220 0.9504 3.4171 0.326
H 1.3402 2.6974 3.3399 0.426
H -0.8096 2.4872 4.3767 0.465
H -0.9615 3.4009 2.8702 0.461
H -3.4753 2.2700 2.2592 0.390
H -2.0954 2.6051 1.2031 0.478
H -2.4403 -0.5280 -3.5559 0.280
H 3.1352 -0.0929 -2.6580 0.294
H 2.3455 1.4367 -2.9997 0.309
H 4.8357 1.0281 -3.8875 0.344
H 5.3580 1.4962 -2.2835 0.297
H 4.3696 2.6121 -3.2994 0.328
H 5.1149 -0.2185 0.0649 0.376
C -5.1956 -2.7157 -2.9683 -0.780
C -6.6804 -3.1418 -3.0008 0.503
C -6.8621 -4.3111 -2.0063 -1.337
O -6.9883 -3.5719 -4.2385 -0.936
H -4.5393 -3.5391 -3.2662 0.279
H -5.0102 -1.8730 -3.6438 0.200
H -4.8907 -2.3956 -1.9638 0.061
H -7.2572 -2.2799 -2.5718 0.121
H -6.2424 -5.1692 -2.2801 0.297
H -7.9043 -4.6365 -1.9754 0.331
H -6.5797 -4.0113 -0.9811 0.286
```

Properties
M	504.42	g/mol
HOMO level	-3.4	eV
maximum force	2.32	eV/Å
charge	0

[5]
C17H28N12PtS2Si2 | ωB97M-V/def2-TZVPD

The geometry in XYZ format:
```
62
Properties=species:S:1:pos:R:3:mulliken_charge:R:1
Pt 0.4105 -0.3265 -0.2074 0.288
C -0.3595 1.8511 3.7489 -1.133
Si 0.9710 0.8654 2.8141 0.282
C 1.9115 2.1902 1.8775 -0.784
C 2.1531 0.1593 4.1094 -1.206
N 0.2264 -0.3222 1.7970 0.397
C -0.7112 -1.2163 2.2734 0.878
C -0.9936 -1.4178 3.6301 -0.394
C -2.0359 -2.2406 4.0566 -1.011
C -2.8339 -2.8664 3.1204 -1.011
C -2.5693 -2.6873 1.7619 -0.301
C -1.5030 -1.9088 1.3019 0.334
N -1.1359 -1.7559 -0.0257 0.154
Si -1.7823 -2.8415 -1.2024 -0.138
C -1.6089 -4.6431 -0.6175 -1.195
C -3.6006 -2.5456 -1.6469 -1.080
C -0.8847 -2.8877 -2.8467 -1.121
H 0.1168 2.6583 4.3180 0.345
H -0.9534 1.2522 4.4384 0.376
H -1.0407 2.3032 3.0212 0.228
H 2.1044 3.0054 2.5877 0.430
H 1.3256 2.5892 1.0495 -0.033
H 2.8665 1.8325 1.4966 0.284
H 2.5561 0.9742 4.7240 0.331
H 2.9791 -0.3222 3.5839 0.296
H 1.6898 -0.5757 4.7744 0.327
H -0.3924 -0.9181 4.3784 0.118
H -2.2204 -2.3617 5.1198 0.323
H -3.6665 -3.4945 3.4227 0.336
H -3.2280 -3.1700 1.0504 0.129
H -2.2282 -4.9187 0.2336 0.407
H -0.5658 -4.8258 -0.3405 0.277
H -1.8578 -5.3083 -1.4530 0.321
H -4.2868 -2.7572 -0.8214 0.369
H -3.8885 -3.1669 -2.5026 0.363
H -3.7307 -1.4961 -1.9285 0.253
H 0.1918 -3.0342 -2.7197 0.227
H -1.0404 -1.9983 -3.4455 0.367
H -1.2847 -3.7457 -3.4020 0.431
N 2.8707 0.0462 -2.6061 -0.068
C 1.5723 0.1765 -3.0197 0.676
N 1.2551 0.5339 -4.2577 -0.673
N -0.0882 0.6052 -4.2460 -0.710
N -0.5437 0.3110 -3.0765 -0.227
N 0.4908 0.0156 -2.2599 0.304
C 3.3019 -0.0657 -1.3045 0.508
N 4.5819 -0.1390 -0.9802 -0.665
N 4.5659 -0.2906 0.3620 -0.791
N 3.3578 -0.3046 0.8034 -0.276
N 2.5112 -0.1580 -0.2419 0.225
H 3.5806 0.1569 -3.3061 0.242
S -1.5248 1.8929 0.0986 -0.162
C -1.2580 2.9061 -1.1408 0.081
N -1.7836 2.7848 -2.3978 -0.289
C -1.1900 3.6325 -3.4196 -0.707
C 0.1789 4.0648 -2.9105 -0.410
S -0.0825 4.2448 -1.1228 -0.185
H -1.9425 1.8115 -2.6522 0.436
H -1.8197 4.5147 -3.5803 0.308
H -1.1130 3.0658 -4.3476 0.372
H 0.5069 5.0068 -3.3480 0.404
H 0.9271 3.2916 -3.0913 0.139
```

Properties
M	715.88	g/mol
HOMO level	-0.7	eV
maximum force	1.52	eV/Å
charge	-2
energy relative to the best compared isomer or geometry (same formula, charge and spin)	0.0	kcal/mol

[6]
C17H28N2O3S | ωB97M-V/def2-TZVPD

The geometry in XYZ format:
```
51
Properties=species:S:1:pos:R:3:mulliken_charge:R:1
C -1.8824 -2.0259 -1.9140 -1.403
C -0.3812 -2.0431 -1.6526 0.341
C -0.0364 -2.8947 -0.4323 -0.735
C 1.4596 -2.9015 -0.1137 -0.882
C 1.9137 -1.6170 0.5772 0.668
H 1.5836 -0.7640 -0.0142 -0.451
C 3.4322 -1.5708 0.7418 -0.868
C 3.9107 -0.4567 1.6766 -1.154
C 3.3483 0.9278 1.3495 -0.362
C 3.7570 1.4328 -0.0325 -0.369
C 3.0553 2.7249 -0.3953 -1.065
H 3.4702 3.1858 -1.2886 0.441
H 3.0376 3.4517 0.4117 0.423
S 1.3243 2.3895 -0.8519 0.942
O 1.2324 1.1172 -1.5028 -0.601
O 0.7989 3.5311 -1.5465 -0.630
N 0.5580 2.2547 0.6816 0.087
N -0.7593 2.0016 0.8343 -0.810
C -1.4791 1.5987 -0.1347 -0.405
C -2.8712 1.2592 0.0756 0.431
C -3.4314 1.2271 1.3538 -0.784
C -4.7587 0.9001 1.5314 -0.486
C -5.5597 0.5976 0.4328 0.933
C -5.0108 0.6286 -0.8472 -0.635
C -3.6832 0.9545 -1.0192 -0.468
H -3.2626 0.9799 -2.0130 0.449
H -5.6441 0.3921 -1.6872 0.437
O -6.8706 0.2693 0.5636 -0.547
H -7.1230 0.2856 1.4950 0.281
H -5.1853 0.8754 2.5261 0.276
H -2.8038 1.4607 2.1986 0.435
H -1.0964 1.5014 -1.1487 0.487
H 0.8602 2.9633 1.3357 0.283
H 4.8400 1.5750 -0.0676 0.456
H 3.4846 0.6957 -0.7877 0.199
H 3.7017 1.6341 2.1063 0.500
H 2.2617 0.8908 1.4073 0.233
H 5.0029 -0.4201 1.6527 0.336
H 3.6126 -0.7061 2.6977 0.386
H 3.8951 -1.4583 -0.2401 0.357
H 3.7772 -2.5241 1.1517 0.424
H 1.4387 -1.5551 1.5595 0.284
H 1.6888 -3.7533 0.5328 0.405
H 2.0215 -3.0319 -1.0415 0.354
H -0.3677 -3.9201 -0.6189 0.412
H -0.5878 -2.5238 0.4352 0.292
H -0.0252 -1.0222 -1.5114 -0.208
H 0.1320 -2.4514 -2.5268 0.297
H -2.2556 -3.0365 -2.0719 0.421
H -2.1092 -1.4365 -2.7992 0.351
H -2.4142 -1.5930 -1.0689 0.240
```

Properties
M	340.49	g/mol
HOMO level	-8.1	eV
maximum force	1.54	eV/Å
charge	0
SMILES string	CCCCCCCCCCS(=O)(=O)N/N=C/c1ccc(O)cc1
energy relative to the best compared isomer or geometry (same formula, charge and spin)	26.2	kcal/mol

no.,calculated total energy (eV)
1,-117196.31546
2,-38508.09190
3,-53138.08228
4,-53964.99300
5,-76641.71443
6,-38040.24229